Entry 1:
Density functional theory data (ωB97M-V with the def2-TZVPD basis set) for C60H59BaN7O4S2 as an isolated structure.

Last column: Mulliken charge in e.
Element x y z (Å)
Ba -0.634184 0.178306 1.207581  2.65
C 4.897049 -2.819386 5.166196  -1.76
C 3.626550 -2.095119 4.808176  0.57
C 3.301114 -0.862186 5.378330  -1.13
C 2.178919 -0.162870 4.991788  -0.29
C 1.288052 -0.634873 3.993781  0.20
N 0.287604 0.128825 3.489843  0.27
C -0.312446 1.108215 4.255501  -0.38
C -1.091859 0.785711 5.381341  -0.04
C -1.790468 1.738332 6.089813  -0.99
C -1.768469 3.084378 5.714127  0.60
C -2.569895 4.114016 6.465762  -1.61
C -0.993462 3.429966 4.623541  -0.56
C -0.262358 2.474928 3.920591  -0.26
N 0.643097 2.945978 2.913095  0.42
C 1.422403 4.050421 2.989548  -0.34
C 2.202035 4.082594 1.858024  -1.88
C 1.822364 2.933155 1.144377  -0.72
N 0.883087 2.258918 1.788821  1.08
C 1.577472 -1.938587 3.509927  -0.19
C 2.731768 -2.613246 3.889993  -0.51
N 0.639767 -2.687687 2.718088  0.21
C 0.325010 -3.987946 2.910843  -0.33
C -0.670875 -4.314995 2.022956  -1.75
C -0.916180 -3.128726 1.323356  -0.83
N -0.118060 -2.154201 1.743487  1.49
H 5.022453 -2.897573 6.247943  0.49
H 5.778344 -2.302372 4.774827  0.22
H 4.900142 -3.830334 4.756574  0.35
H 3.959332 -0.433401 6.127638  0.40
H 1.967370 0.803711 5.433829  0.56
H -1.143986 -0.258746 5.663562  0.54
H -2.387591 1.436123 6.943452  0.37
H -2.414704 4.022907 7.541846  0.37
H -3.640173 3.998215 6.280554  0.30
H -2.287832 5.124588 6.169649  0.36
H -0.945410 4.466901 4.307021  0.42
H 1.385076 4.699953 3.846526  0.56
H 2.944057 4.817326 1.598733  0.47
H 2.185739 2.572891 0.193516  0.59
H 2.930115 -3.581525 3.442535  0.23
H 0.812144 -4.571380 3.672099  0.59
H -1.147888 -5.270867 1.898281  0.53
H -1.634291 -2.938723 0.540689  0.49
C 6.641545 -0.385952 2.224555  -1.79
C 5.461871 -0.862842 1.422873  0.95
C 4.664329 0.047080 0.727378  -0.50
C 3.541849 -0.368383 0.033706  0.09
C 3.213004 -1.719394 0.031196  -0.26
C 3.991624 -2.642017 0.704165  -0.97
C 5.118075 -2.207838 1.390184  -0.67
S 1.676721 -2.305666 -0.672344  2.19
O 1.612957 -3.765807 -0.376339  -0.79
C 2.031639 -2.212194 -2.434354  0.16
C 3.335213 -2.281438 -2.961382  -1.05
C 3.518181 -2.274872 -4.311835  -1.30
C 2.413091 -2.180566 -5.192525  0.73
C 2.587348 -2.143475 -6.599837  -0.93
C 1.515993 -2.026143 -7.434717  -0.74
C 0.209187 -1.935553 -6.902054  -0.81
C 0.008417 -1.980070 -5.553914  -0.71
C 1.104397 -2.112608 -4.659778  0.99
C 0.927981 -2.152088 -3.246275  -0.23
C -0.460283 -2.175981 -2.679475  -1.56
C -1.216043 -3.389899 -2.753681  1.06
C -0.661563 -4.578904 -3.292665  -0.85
C -1.395868 -5.726804 -3.351714  -0.96
C -2.723237 -5.757208 -2.870848  -0.64
C -3.278236 -4.634831 -2.331070  -0.87
C -2.541064 -3.427173 -2.255772  0.78
C -3.098444 -2.268371 -1.658721  -0.93
C -2.355839 -1.135300 -1.548376  0.21
C -1.039360 -1.095372 -2.070397  1.36
S -0.255349 0.516688 -1.808225  1.27
O 1.215107 0.479823 -2.046234  -0.83
C -0.968100 1.286640 -3.266685  0.27
C -2.233637 1.847198 -3.223737  -0.36
C -2.745122 2.449299 -4.364882  -0.80
C -2.002059 2.506395 -5.539705  1.06
C -2.544390 3.182911 -6.769349  -1.66
C -0.729545 1.936502 -5.552249  -0.98
C -0.204436 1.331819 -4.423090  -0.78
H 7.191762 0.391288 1.693390  0.46
H 7.326634 -1.204284 2.443837  0.39
H 6.309730 0.036310 3.175993  0.27
H 4.918295 1.100892 0.747969  0.41
H 2.920598 0.339208 -0.499932  0.21
H 3.688631 -3.681534 0.700400  0.65
H 5.721721 -2.925488 1.933983  0.29
H 4.181573 -2.330336 -2.289038  0.65
H 4.516612 -2.330990 -4.728803  0.36
H 3.592394 -2.209748 -6.998835  0.47
H 1.662396 -1.996887 -8.506604  0.40
H -0.635717 -1.830350 -7.570405  0.46
H -0.993568 -1.902826 -5.151164  0.52
H 0.361748 -4.575579 -3.641568  0.53
H -0.953794 -6.626207 -3.759644  0.43
H -3.292208 -6.676301 -2.919670  0.40
H -4.288393 -4.649699 -1.940140  0.47
H -4.103791 -2.308709 -1.257942  0.43
H -2.757660 -0.258462 -1.048437  -0.58
H -2.822727 1.803956 -2.316082  -0.11
H -3.739101 2.880900 -4.342178  0.38
H -3.581493 3.484529 -6.629697  0.35
H -2.494170 2.522209 -7.635690  0.37
H -1.962540 4.075370 -7.006022  0.34
H -0.140946 1.964982 -6.462028  0.45
H 0.788760 0.900348 -4.423496  0.62
C -3.376793 -0.970225 2.890864  -1.24
O -2.482304 -0.285037 2.078537  -0.19
H -2.980444 -1.951124 3.195630  0.15
H -4.340868 -1.162137 2.386533  0.24
H -3.608601 -0.418207 3.815067  0.21
C -4.848701 3.571736 -0.799604  -1.32
N -3.925659 2.873352 0.073624  0.52
C -4.501731 1.752299 0.802394  -0.65
C -2.571967 2.999619 -0.002623  -1.13
O -1.813010 2.058720 0.284438  1.00
N -2.071423 4.201001 -0.424078  0.49
C -2.714901 5.471675 -0.143394  -1.28
C -0.672576 4.287403 -0.805735  -0.53
H -5.451959 2.832258 -1.334559  0.38
H -4.320372 4.168120 -1.537172  0.40
H -5.530416 4.216182 -0.238603  0.31
H -5.297051 2.120272 1.454483  0.43
H -3.739554 1.237542 1.389168  -0.34
H -4.940964 1.032165 0.102675  0.36
H -3.524650 5.341161 0.570642  0.37
H -3.105696 5.955330 -1.042502  0.31
H -1.977828 6.142368 0.302576  0.41
H -0.245246 3.292012 -0.846696  -0.26
H -0.107937 4.870126 -0.073684  0.37
H -0.580987 4.761563 -1.786213  0.42

Forces on atoms 1 to 3 (eV/Å):
2.5 0.6 -2.2
0.0 0.0 0.0
0.0 0.0 0.1

## Properties
LUMO energy, eV: 0.091
HOMO-LUMO gap, eV: 6.022
Relative energy (zero: lowest compared OMol25 entry of this formula, charge and spin), kJ/mol: 37.83
Energy, eV: -104162.7282

***

Entry 2:
Density functional theory data (ωB97M-V with the def2-TZVPD basis set) for C60H61IrN2O4P2S as an isolated structure.

Last column: Mulliken spin population.
Element x y z (Å)
Ir 0.307577 -0.383912 0.339878  1.51
C 0.688550 1.305236 6.697947  0.00
C 1.235679 2.340720 5.695198  0.00
C 1.864809 3.509248 6.461170  0.00
C 2.263061 1.642790 4.817131  0.00
C 3.577553 1.469457 5.232278  0.00
C 4.482405 0.713179 4.505747  0.00
C 4.068836 0.085796 3.349106  0.01
C 2.761984 0.245972 2.885046  -0.11
P 2.262931 -0.847252 1.521314  0.24
C 3.672793 -0.839233 0.384644  -0.01
C 4.030025 -1.963155 -0.358447  0.00
C 5.077230 -1.892934 -1.265344  0.00
C 5.758677 -0.698818 -1.454418  0.00
C 5.386700 0.431651 -0.739121  0.00
C 4.348835 0.363111 0.176687  0.00
C 2.161645 -2.458512 2.352750  -0.04
C 0.950903 -2.892206 2.926255  0.09
C 0.922417 -4.166310 3.475527  0.00
C 2.053187 -4.972801 3.509453  0.00
C 3.253682 -4.512728 3.001718  0.00
C 3.300150 -3.256613 2.417439  0.00
C 1.882980 1.045255 3.616957  0.04
O 0.606432 1.175505 3.121927  -0.03
C -0.190066 2.191861 3.614199  0.05
C -1.270977 2.558799 2.821682  0.10
C -2.092755 3.604660 3.241406  0.02
C -1.845932 4.235616 4.444451  0.01
C -0.772249 3.834908 5.223345  0.00
C 0.085365 2.815354 4.825250  0.02
P -1.530183 1.859629 1.161985  0.22
C -0.873681 3.199822 0.148737  0.02
C -1.620581 3.910825 -0.786824  0.05
C -1.062259 5.019784 -1.407511  -0.01
C 0.227100 5.426237 -1.093548  0.04
C 0.974675 4.714368 -0.162289  -0.01
C 0.433325 3.596515 0.446338  0.05
C -3.302618 1.626836 1.006365  0.15
C -3.937654 1.602593 -0.241615  0.03
C -5.307058 1.420308 -0.317548  -0.01
C -6.056894 1.237461 0.836942  0.06
C -5.432364 1.234727 2.076452  -0.02
C -4.064951 1.422641 2.164430  0.05
H 1.492334 0.927035 7.330970  0.00
H 0.234577 0.458464 6.177588  0.00
H -0.070958 1.761079 7.334553  0.00
H 2.662169 3.163297 7.115430  0.00
H 1.134450 3.987723 7.109850  0.00
H 2.270401 4.259106 5.781481  0.00
H 3.905999 1.920820 6.157301  0.00
H 5.497489 0.593351 4.857420  0.00
H 4.764002 -0.538044 2.802780  0.00
H 3.509615 -2.901862 -0.226822  0.00
H 5.367721 -2.778308 -1.815353  0.00
H 6.584728 -0.651167 -2.151870  0.00
H 5.915103 1.364929 -0.883895  0.00
H 4.072585 1.247062 0.737987  0.00
H 0.082477 -1.102319 3.663611  0.02
H 0.012559 -4.554317 3.897435  0.00
H 1.988929 -5.958644 3.950330  0.00
H 4.146258 -5.121442 3.051437  0.00
H 4.235929 -2.905212 2.003814  0.00
H -2.918657 3.925589 2.620428  0.00
H -2.485612 5.041724 4.775768  0.00
H -0.601282 4.337002 6.164566  0.00
H -2.637037 3.629648 -1.015986  0.00
H -1.648725 5.580240 -2.123114  0.00
H 0.645106 6.306138 -1.564693  0.00
H 1.972393 5.040908 0.099706  0.00
H 1.015051 3.049898 1.181768  0.03
H -3.374118 1.711620 -1.154876  0.00
H -5.787150 1.413593 -1.286781  0.00
H -7.126481 1.089360 0.770225  0.00
H -6.010473 1.086085 2.978482  0.00
H -3.595002 1.414668 3.136983  0.01
O -2.490952 0.301933 -2.758764  0.01
C -1.779875 -0.201721 -1.916607  -0.02
O -1.263835 0.424879 -0.902073  -0.02
C -1.412460 -1.660358 -1.989832  0.00
C -2.074284 -2.490799 -2.909214  0.00
C -1.760082 -3.816499 -2.928742  -0.01
C -0.773579 -4.308210 -2.045452  0.00
C -0.396422 -5.672593 -2.020154  0.00
C 0.575333 -6.109546 -1.167572  0.00
C 1.213823 -5.195487 -0.301930  0.00
C 0.865500 -3.874931 -0.305132  -0.01
C -0.136346 -3.397728 -1.170178  -0.02
N -0.480917 -2.072635 -1.161506  0.18
H -2.813184 -2.044843 -3.558707  0.00
H -2.257209 -4.500285 -3.605605  0.00
H -0.895326 -6.360291 -2.691047  0.00
H 0.856359 -7.153493 -1.149537  0.00
H 1.984265 -5.544492 0.374665  0.00
H 1.339449 -3.177021 0.363684  0.05
C 3.878173 2.841582 -3.795135  0.00
C 2.896403 2.865704 -2.627669  0.00
C 1.483610 2.404903 -2.990669  0.01
S 1.088000 0.705515 -2.572983  0.02
O 1.493999 0.595975 -1.077689  0.01
C 2.367567 -0.207836 -3.434892  0.00
C 2.064270 -1.701364 -3.422030  0.00
C 3.027095 -2.462754 -4.324574  0.00
H 4.844754 3.240086 -3.488127  0.00
H 3.517504 3.456642 -4.620656  0.00
H 4.045873 1.835217 -4.178133  0.00
H 2.816645 3.885053 -2.250385  0.00
H 3.268636 2.265653 -1.792486  0.00
H 1.276984 2.476946 -4.062374  0.00
H 0.708623 2.973042 -2.470924  -0.01
H 3.326672 0.024797 -2.966764  0.00
H 2.359350 0.183956 -4.455993  0.00
H 1.035918 -1.865048 -3.758608  0.00
H 2.128657 -2.072426 -2.397000  0.00
H 2.899989 -2.167544 -5.366881  0.00
H 2.852150 -3.536111 -4.258473  0.00
H 4.065035 -2.271566 -4.048853  0.00
C -2.228648 -3.528529 2.778453  0.01
C -1.601502 -2.402968 3.604496  0.13
C -2.541018 -1.191810 3.540920  0.05
C -1.450601 -2.767038 5.086314  -0.01
C -0.241919 -1.926101 3.004181  -0.13
N -0.473624 -1.322447 1.731852  1.20
H -3.250790 -3.703605 3.116676  0.00
H -1.695470 -4.474166 2.851070  0.00
H -2.271901 -3.248598 1.722736  -0.01
H -3.510729 -1.451242 3.967465  0.00
H -2.706917 -0.871726 2.512124  -0.02
H -2.136177 -0.348303 4.110255  0.00
H -2.439099 -2.791641 5.547128  0.00
H -0.863911 -2.011141 5.614744  0.00
H -0.991519 -3.734102 5.271478  0.00

Forces on atoms 1 to 3 (eV/Å):
0.5 -0.3 -0.3
0.0 0.0 0.0
0.0 0.0 0.0

## Properties
⟨S²⟩: 6.03
2S+1: 5
Total charge: +2
LUMO energy (alpha / beta), eV: -4.754 / -7.382
HOMO-LUMO gap (alpha / beta), eV: 7.869 / 5.796
Energy, eV: -106619.5698